1.
This record from the OMol25 dataset describes a single C4H8N4S molecule. The level of theory is ωB97M-V/def2-TZVPD.

## Properties
Expectation value of S² = 2.01
Gap between HOMO and LUMO (spin up / spin down) = 5.240 / 6.018 eV
2S+1 = 3
Lowest unoccupied orbital energy (spin up / spin down) = 0.64 / -2.51 eV

Structure (XYZ):
```
17
Properties=species:S:1:pos:R:3:lowdin_spin:R:1
C 0.492 -0.723 0.042 0.166
C 3.669 0.093 0.384 0.416
C -0.608 -1.747 -0.225 0.025
C -1.981 1.407 0.274 0.009
N 1.636 -1.137 0.513 0.170
N 2.568 -0.216 0.646 0.398
N 0.166 0.551 -0.209 0.125
N -1.020 0.932 -0.684 0.022
S 5.024 0.817 0.200 0.642
H -0.180 -2.809 -0.001 0.000
H -0.787 -1.803 -1.341 0.004
H -1.576 -1.530 0.360 0.010
H -2.853 0.715 0.290 0.002
H -1.637 1.548 1.225 0.001
H -2.517 2.399 0.124 0.000
H 0.926 1.251 -0.215 0.009
H -1.322 0.252 -1.384 0.001
```

***

2.
This record from the OMol25 dataset describes a single C7H15NO2S molecule. The level of theory is ωB97M-V/def2-TZVPD.

## Properties
Gap between HOMO and LUMO (spin up / spin down) = 7.486 / 7.486 eV
Lowest unoccupied orbital energy (spin up / spin down) = 0.19 / 0.19 eV

Structure (XYZ):
```
26
Properties=species:S:1:pos:R:3:lowdin_charge:R:1
C 1.273 1.145 1.620 -0.196
C -0.571 -0.303 0.449 -0.089
C 0.683 -0.772 -0.143 -0.485
C 1.048 -2.090 0.628 -0.037
C 0.531 -1.072 -1.689 -0.045
C -1.172 1.314 -1.186 0.007
C -2.674 0.817 0.786 0.029
N -1.504 0.457 -0.030 -0.127
O 3.250 0.083 0.317 -0.353
O 1.682 1.560 -1.017 -0.346
S 1.920 0.689 0.079 0.619
H 1.615 2.081 1.861 -0.038
H 1.559 0.409 2.368 0.012
H -0.797 -0.791 1.277 0.085
H 1.878 -2.647 0.202 0.087
H 0.154 -2.763 0.752 0.113
H 1.488 -1.680 1.465 0.036
H 1.261 -0.340 -2.215 0.115
H -0.470 -1.119 -1.901 0.030
H 0.980 -2.020 -2.047 0.088
H -1.901 2.140 -1.312 0.116
H -0.284 1.869 -1.138 0.053
H -1.119 0.577 -1.969 0.078
H -2.496 1.769 1.070 0.073
H -3.486 0.645 0.227 0.056
H -2.847 0.042 1.546 0.118
```

***

3.
This record from the OMol25 dataset describes 2 unconnected molecules or ions with the total composition C6H9N2O2. The level of theory is ωB97M-V/def2-TZVPD.

## Properties
Total charge = -1
Gap between HOMO and LUMO = 8.111 eV
Lowest unoccupied orbital energy = 3.63 eV

Structure (XYZ):
```
19
Properties=species:S:1:pos:R:3:lowdin_charge:R:1
C 3.277 -1.895 1.301 -0.051
C 0.546 -0.825 -0.696 -0.240
C 1.283 -0.068 1.187 -0.083
C 2.108 -1.060 0.755 -0.319
N 0.392 0.244 0.150 0.059
N 1.639 -1.523 -0.499 0.053
H -0.458 0.877 0.203 0.052
H -0.242 -0.709 -1.422 0.099
H 1.150 0.351 2.115 0.077
H 4.268 -1.638 1.207 0.029
H 3.291 -2.844 0.812 0.054
H 3.025 -2.054 2.285 0.034
C -3.108 1.280 -1.658 -0.027
C -2.619 2.055 -0.395 -0.762
O -1.823 1.463 0.383 -0.109
O -3.117 3.085 0.022 -0.041
H -3.675 1.916 -2.375 0.067
H -3.784 0.558 -1.315 0.033
H -2.153 0.788 -2.061 0.076
```

***

4.
This record from the OMol25 dataset describes 3 unconnected molecules or ions with the total composition C4H7NO2. The level of theory is ωB97M-V/def2-TZVPD.

## Properties
Gap between HOMO and LUMO = 8.844 eV
Lowest unoccupied orbital energy = -0.76 eV

Structure (XYZ):
```
14
Properties=species:S:1:pos:R:3:lowdin_charge:R:1
O -2.143 1.491 -0.035 -0.015
N -1.236 1.208 -1.023 0.066
C -0.434 0.283 -0.689 -0.254
C 0.836 -0.198 -1.325 -0.046
C 1.054 -0.281 0.180 -0.053
C -0.304 -0.657 0.616 -0.491
O -0.487 -0.437 1.883 -0.103
H -2.730 2.134 -0.456 0.103
H 1.418 0.534 -1.882 0.119
H 0.755 -1.156 -1.841 0.120
H 1.424 0.643 0.624 0.130
H 1.615 -1.047 1.621 0.128
H -0.633 -1.630 0.196 0.169
H 0.864 -0.885 2.133 0.126
```

***

5.
This record from the OMol25 dataset describes 12 unconnected molecules or ions with the total composition C4H33NO12. The level of theory is ωB97M-V/def2-TZVPD.

## Properties
Structure (SMILES) = CC(C)NCO.O.O.O.O.O.O.O.O.O.O.O
Gap between HOMO and LUMO = 8.931 eV
Lowest unoccupied orbital energy = 0.07 eV

Structure (XYZ):
```
50
Properties=species:S:1:pos:R:3:lowdin_charge:R:1
C -0.750 -0.430 0.028 -0.047
C 0.174 -1.624 -0.457 -0.395
C 1.319 -1.142 -1.286 -0.038
N -0.791 -2.591 -0.995 -0.021
C -1.271 -2.470 -2.338 -0.223
O -2.019 -1.235 -2.678 -0.108
H -0.130 0.366 0.439 0.049
H -1.135 0.087 -0.865 0.045
H -1.496 -0.761 0.731 0.044
H 0.488 -1.967 0.536 0.083
H 1.968 -1.942 -1.631 0.087
H 0.982 -0.461 -2.058 0.074
H 1.976 -0.524 -0.653 0.076
H -1.568 -2.712 -0.355 0.102
H -0.384 -2.210 -2.934 0.119
H -1.875 -3.338 -2.553 0.115
H -2.746 -1.180 -2.039 0.081
H 1.034 -4.062 1.158 0.072
H 2.458 -3.594 1.684 0.079
O 1.506 -3.562 1.830 -0.034
H 2.043 -0.862 3.250 0.083
H 1.381 -1.913 2.196 0.016
O 1.537 -0.973 2.444 -0.069
H -1.607 3.371 1.604 0.074
H -1.242 2.454 0.537 0.015
O -0.809 3.110 1.098 -0.055
H 0.809 3.182 -1.681 0.059
H 1.855 2.345 -1.189 0.012
O 0.990 2.242 -1.636 -0.061
H 2.420 2.804 0.609 0.005
H 1.836 4.111 0.292 0.053
O 2.579 3.572 0.015 -0.070
H -2.671 1.505 -1.355 -0.023
H -4.017 2.130 -1.173 0.036
O -3.320 1.727 -0.642 -0.091
H -0.500 1.589 -2.352 0.025
H -1.556 0.759 -3.179 0.045
O -1.457 1.399 -2.478 -0.081
H 3.518 1.244 -0.503 -0.019
H 4.162 2.338 -1.204 0.036
O 4.371 1.445 -0.878 -0.047
H -0.287 -0.322 2.735 -0.016
H -1.118 -1.011 3.926 0.047
O -1.105 -0.331 3.241 -0.059
H 1.469 0.636 1.818 -0.001
H 0.946 2.109 1.486 0.013
O 1.733 1.558 1.620 -0.071
H -3.100 -1.785 2.682 0.023
H -3.294 -1.095 1.394 0.025
O -3.307 -1.989 1.761 -0.065
```

***

6.
This record from the OMol25 dataset describes a single C21H27NO2 molecule. The level of theory is ωB97M-V/def2-TZVPD.

## Properties
Structure (SMILES) = COc1ccc(CN2CCC(C)CC2)cc1OCc1ccccc1
Gap between HOMO and LUMO = 8.802 eV
Lowest unoccupied orbital energy = 0.89 eV

Structure (XYZ):
```
51
Properties=species:S:1:pos:R:3:lowdin_charge:R:1
C -4.580 -2.300 1.696 -0.089
O -4.054 -1.240 0.939 -0.069
C -2.850 -1.422 0.323 -0.199
C -2.078 -2.569 0.398 -0.011
C -0.853 -2.641 -0.251 -0.033
C -0.391 -1.579 -1.003 -0.222
C -1.171 -0.430 -1.096 0.026
C -2.380 -0.327 -0.433 -0.189
O -3.182 0.778 -0.434 -0.027
C -2.688 1.958 -1.027 -0.142
C -1.412 2.474 -0.403 -0.222
C -1.143 2.238 0.939 -0.028
C 0.033 2.693 1.507 -0.080
C 0.947 3.398 0.742 -0.100
C 0.679 3.647 -0.593 -0.085
C -0.493 3.184 -1.164 -0.048
H -0.696 3.372 -2.209 0.114
H 1.388 4.199 -1.194 0.103
H 1.866 3.754 1.185 0.101
H 0.237 2.497 2.549 0.106
H -1.858 1.688 1.532 0.125
H -3.492 2.688 -0.877 0.141
H -2.551 1.822 -2.109 0.133
H -0.802 0.395 -1.684 0.115
C 0.961 -1.630 -1.658 -0.158
N 2.018 -1.440 -0.674 -0.157
C 1.972 -0.119 -0.075 -0.191
C 2.986 -0.015 1.058 -0.151
C 4.398 -0.285 0.543 -0.398
C 5.423 -0.238 1.671 -0.077
H 6.423 -0.428 1.289 0.074
H 5.418 0.738 2.151 0.074
H 5.194 -0.991 2.423 0.079
C 4.393 -1.647 -0.149 -0.159
C 3.329 -1.689 -1.241 -0.204
H 3.320 -2.679 -1.707 0.118
H 3.578 -0.947 -2.025 0.127
H 4.169 -2.421 0.587 0.122
H 5.371 -1.858 -0.585 0.115
H 4.653 0.483 -0.197 0.141
H 2.734 -0.752 1.822 0.125
H 2.923 0.980 1.504 0.106
H 0.967 0.047 0.319 0.110
H 2.175 0.670 -0.825 0.131
H 1.018 -0.872 -2.461 0.127
H 1.110 -2.615 -2.110 0.123
H -0.253 -3.533 -0.159 0.115
H -2.415 -3.416 0.973 0.103
H -5.534 -1.942 2.079 0.093
H -4.748 -3.191 1.082 0.096
H -3.928 -2.558 2.538 0.096
```

***

7.
This record from the OMol25 dataset describes a single C4H7NO2 molecule. The level of theory is ωB97M-V/def2-TZVPD.

## Properties
Gap between HOMO and LUMO (spin up / spin down) = 7.644 / 8.270 eV
Lowest unoccupied orbital energy (spin up / spin down) = 0.42 / 0.74 eV

Structure (XYZ):
```
14
Properties=species:S:1:pos:R:3:lowdin_charge:R:1
O -1.805 -0.451 1.063 -0.048
C -1.047 0.060 -0.037 -0.383
C -0.266 1.291 0.303 -0.077
O 1.043 1.339 0.004 0.011
C 1.793 0.301 -0.129 -0.197
N 1.245 -0.959 0.004 -0.004
C -0.112 -1.031 -0.568 -0.136
H -1.460 -0.017 1.853 0.079
H -1.791 0.296 -0.814 0.140
H -0.701 2.279 0.221 0.104
H 1.241 -1.264 0.977 0.131
H 2.835 0.499 -0.344 0.128
H -0.021 -0.980 -1.660 0.125
H -0.540 -2.001 -0.302 0.125
```

***

Q: What is the formula in the third record?
A: C6H9N2O2

***

Q: Number 5 is which compound?
A: C4H33NO12